No. 1
{"formula": "C28H33CaF12MnN7O18S4", "method": "the ωB97M-V functional and the def2-TZVPD basis", "elements": ["Mn", "Ca", "S", "S", "S", "S", "F", "F", "F", "F", "F", "F", "F", "F", "F", "F", "F", "F", "O", "O", "O", "O", "O", "O", "O", "O", "O", "O", "O", "O", "O", "O", "O", "O", "O", "O", "N", "N", "N", "N", "N", "N", "N", "C", "C", "C", "C", "C", "C", "C", "C", "C", "C", "C", "C", "C", "C", "C", "C", "C", "C", "C", "C", "C", "C", "C", "C", "C", "C", "C", "C", "H", "H", "H", "H", "H", "H", "H", "H", "H", "H", "H", "H", "H", "H", "H", "H", "H", "H", "H", "H", "H", "H", "H", "H", "H", "H", "H", "H", "H", "H", "H", "H", "H"], "xyz": [[7.29714, -1.42789, 18.99047], [3.47922, -1.07626, 18.67756], [5.15506, -0.98063, 21.79732], [6.68661, -6.38471, 17.63179], [8.00954, -4.75616, 19.41056], [2.57377, -0.31849, 21.96500], [5.35690, -3.53221, 21.31676], [1.50867, 1.89704, 22.80476], [3.42118, -3.08475, 22.11560], [4.24275, -7.55497, 18.07242], [3.61487, 2.08718, 22.61550], [10.51029, -5.43338, 20.02031], [5.09263, -3.15224, 23.38660], [4.24777, -5.43235, 17.98179], [10.38317, -3.83883, 18.61131], [2.29213, 2.03248, 20.82310], [5.07440, -6.43199, 19.74669], [9.91136, -5.88258, 17.97985], [0.34603, -4.35830, 19.50088], [6.71284, 0.56846, 18.65705], [4.62830, 0.99280, 18.20432], [1.89437, -2.78794, 19.35103], [6.27807, -1.15322, 20.90210], [2.71741, -0.76444, 23.32252], [2.30016, -4.73501, 20.40918], [5.38493, -0.26170, 23.01014], [7.90562, -3.32386, 19.78135], [7.49094, -7.42012, 18.23679], [4.19768, -7.19044, 22.76720], [3.31149, -9.16357, 23.33403], [5.44182, -2.20081, 18.49228], [5.35357, -8.55694, 24.09838], [1.30761, -0.68091, 21.34486], [6.40791, -6.38623, 16.21934], [6.01713, 2.60827, 18.64369], [7.74491, -5.65466, 20.51911], [5.76352, 1.42555, 18.53115], [5.24257, 4.50314, 21.06232], [-1.17068, -2.21984, 21.60995], [0.70082, -5.90107, 25.57109], [3.68563, -0.68748, 20.85380], [0.15431, 7.56738, 21.80171], [7.09846, -4.90825, 18.01895], [4.24424, -8.43958, 23.39253], [0.20518, -4.64146, 25.79338], [2.25848, -4.49634, 24.89914], [5.33707, -6.42969, 23.13868], [9.85708, -5.01395, 18.94983], [-1.20743, -3.31233, 22.43637], [7.49317, -7.88808, 23.27674], [0.10744, -5.57867, 20.24035], [4.68761, -2.78689, 22.19229], [-0.33743, 5.69081, 20.79644], [6.19029, -7.42718, 23.88600], [6.08936, 5.43547, 21.57582], [1.09614, 6.67381, 22.25847], [1.16010, -3.73906, 25.35958], [0.71757, 5.46306, 21.68844], [5.64107, 6.68777, 21.24846], [4.11651, 5.12197, 20.53746], [-3.09785, -3.23444, 21.17780], [-2.24350, -2.22854, 20.75757], [4.35452, 6.45849, 20.70372], [-0.53357, -6.59644, 19.33104], [-2.39434, -3.96132, 22.15860], [-0.72666, 7.00432, 20.89668], [2.56283, 1.56316, 22.02708], [4.95023, -6.48866, 18.43790], [1.93676, -5.82721, 24.98736], [1.52424, -3.84696, 19.79783], [1.54917, -5.92971, 20.64638], [-0.32693, -5.30499, 21.19724], [1.87358, 7.01646, 22.91604], [-0.85608, 4.96624, 20.18855], [-2.73848, -4.80450, 22.73929], [0.31068, -6.77231, 25.87941], [8.18112, -8.26689, 24.03627], [3.20111, 4.59575, 20.33821], [-0.44618, -1.51930, 21.56580], [1.66541, -6.19689, 21.69854], [0.29484, 8.54405, 21.99563], [2.58510, -6.68385, 24.91631], [5.87727, -6.01594, 22.28288], [7.36574, -8.76093, 22.63293], [6.51875, -6.97796, 24.82961], [-0.71592, -4.52982, 26.33951], [5.06088, -5.58531, 23.77362], [-0.42285, -3.55791, 23.13378], [6.95223, 5.10163, 22.13208], [5.48198, 3.53363, 20.97036], [0.09990, -6.76983, 18.45622], [1.96966, -6.80034, 20.13935], [-1.32212, -6.02992, 18.82215], [1.08915, -2.66993, 25.47098], [5.13718, -2.65826, 19.29076], [-4.05380, -3.43211, 20.72281], [-0.84791, -7.53064, 19.77915], [8.00259, -7.06765, 22.76971], [1.16622, 4.48732, 21.79204], [-1.53875, 7.57214, 20.48178], [6.01560, 7.61387, 21.65011], [-2.37841, -1.45593, 20.02028], [3.52954, 7.13395, 20.51641], [3.17390, -4.06924, 24.53342]], "atomic_forces_ev_per_a": [[-1.7, -0.6, 0.2], [0.0, -0.3, -1.3], [-1.0, -1.2, -0.5], [-1.0, -1.4, -0.8], [-1.8, -0.6, -0.5], [-3.3, 0.0, 0.2], [0.0, -0.1, -0.6], [0.2, -0.4, -0.2], [-0.7, 0.4, -0.4], [0.4, -0.3, 0.3], [0.6, 0.0, -0.8], [-0.1, -0.3, 0.0], [0.6, 0.5, 0.9], [0.1, 0.2, 0.5], [0.0, 0.0, -0.5], [0.9, 0.3, -0.5], [-0.4, 0.0, 0.5], [0.5, -0.1, -0.3], [-0.8, 0.6, 0.2], [0.2, 0.1, 0.1], [-0.2, -0.1, 0.4], [0.8, 1.0, 0.0], [-0.3, 0.6, 0.2], [0.8, 0.3, -0.8], [0.1, 0.7, 0.1], [-0.4, 0.0, -1.0], [0.6, 0.3, -0.6], [-0.6, 0.5, -0.3], [0.1, -0.7, 0.0], [0.0, -0.9, 0.0], [-0.7, 0.8, 0.2], [0.0, -0.4, 0.5], [1.0, 0.8, -0.2], [0.1, -0.2, 0.8], [-0.6, -1.1, 0.2], [0.4, 0.9, -1.2], [0.9, 0.2, -0.7], [-0.7, -0.2, 0.2], [0.4, -0.1, -0.8], [0.2, -0.1, -0.2], [3.4, 0.6, 3.8], [0.5, 0.7, 0.1], [2.3, 1.0, 2.8], [-1.0, 2.2, -0.5], [0.5, -0.2, 0.1], [0.1, 0.2, -0.6], [0.3, 0.2, -0.3], [-1.1, 0.5, 0.8], [-0.7, 0.3, -0.5], [0.5, -0.5, -0.3], [2.0, -0.6, 0.7], [0.7, -0.6, 0.3], [-1.3, 0.2, -0.2], [1.8, 0.4, 0.8], [1.0, -0.3, -0.5], [-1.7, -0.7, -0.9], [-0.7, -0.4, 0.6], [1.3, -0.1, 0.1], [-0.8, -0.4, 1.2], [1.3, 0.1, 0.9], [0.7, 0.2, -1.1], [-0.5, 0.1, 1.2], [-1.5, 0.4, -0.8], [-0.3, 1.5, -1.1], [0.0, -0.2, 1.1], [1.2, 0.1, 0.8], [-1.8, -0.5, 1.5], [0.7, 0.4, -1.5], [0.4, 0.4, 0.8], [0.0, -1.8, -1.2], [0.2, -1.2, 0.7], [-1.2, -0.1, -0.5], [0.1, -0.3, 0.1], [0.1, -0.1, 0.1], [-0.1, -0.1, -0.2], [-0.3, 0.1, 0.0], [-0.2, 0.2, 0.2], [0.1, -0.1, -0.4], [0.2, -0.2, 0.1], [-0.2, 0.3, 0.1], [-0.5, 0.1, -0.2], [-0.2, -0.2, -0.3], [-0.3, -0.3, -0.2], [-0.2, 0.4, -0.5], [-0.7, -0.3, 0.3], [-0.1, 0.2, -0.2], [-0.3, -0.2, 0.1], [0.0, 0.2, 0.1], [0.2, 0.2, -0.2], [-0.1, -0.1, 0.1], [0.5, -0.4, 0.4], [0.2, 0.4, -0.6], [-0.7, -0.6, 0.5], [0.0, 0.0, -0.2], [0.7, -0.7, -0.3], [0.0, -0.2, 0.1], [-0.1, 0.1, 0.2], [-0.1, -0.1, -0.2], [0.2, 0.2, 0.3], [0.0, 0.0, -0.1], [0.1, 0.1, -0.2], [0.0, 0.0, 0.0], [0.5, 0.4, -0.1], [0.1, -0.1, 0.0]], "lowdin_spin": [4.754, 0.004, 0.005, 0.000, 0.007, 0.000, 0.000, 0.000, 0.000, 0.000, 0.000, 0.000, 0.000, 0.000, 0.001, 0.000, 0.000, 0.000, 0.000, 0.044, 0.003, 0.000, 0.033, 0.000, 0.000, 0.003, 0.037, 0.000, 0.000, 0.000, 0.081, 0.000, 0.000, 0.000, 0.009, 0.002, 0.005, 0.000, 0.000, 0.000, 0.001, 0.000, 0.001, 0.000, 0.000, 0.000, 0.000, 0.001, 0.000, 0.000, 0.000, 0.001, 0.000, 0.000, 0.000, 0.000, 0.000, 0.000, 0.000, 0.000, 0.000, 0.000, 0.000, 0.000, 0.000, 0.000, 0.000, 0.000, 0.000, 0.000, 0.000, 0.000, 0.000, 0.000, 0.000, 0.000, 0.000, 0.000, 0.000, 0.000, 0.000, 0.000, 0.000, 0.000, 0.000, 0.000, 0.000, 0.000, 0.000, 0.000, 0.000, 0.000, 0.000, 0.000, 0.004, 0.000, 0.000, 0.000, 0.000, 0.000, 0.000, 0.000, 0.000, 0.000], "charge": 0, "e_lumo_ha": [-0.0426, -0.0570], "spin_multiplicity": 6, "energy_ev": -202563.4859}

***

No. 2
{"formula": "C21H25N3O4", "method": "the ωB97M-V functional and the def2-TZVPD basis", "elements": ["O", "O", "O", "O", "N", "N", "N", "C", "C", "C", "C", "C", "C", "C", "C", "C", "C", "C", "C", "C", "C", "C", "C", "C", "C", "C", "C", "C", "H", "H", "H", "H", "H", "H", "H", "H", "H", "H", "H", "H", "H", "H", "H", "H", "H", "H", "H", "H", "H", "H", "H", "H", "H"], "xyz": [[3.28609, -1.35156, 3.31112], [2.28230, -0.41987, -2.94362], [0.24624, -2.10997, 0.63109], [-2.92678, 4.23121, 0.85347], [1.79045, -2.12944, -1.56970], [1.16139, -2.07519, 3.31790], [0.94801, 0.00480, 0.33075], [-0.78423, -0.58449, 3.10892], [-1.42554, 2.24012, -5.38177], [1.70355, -0.84284, -1.93605], [-1.27453, 2.32113, -2.91443], [-2.49587, 0.68010, 1.62799], [0.85754, 0.12482, -1.13327], [2.71612, -3.04230, -2.22425], [2.44906, -2.20369, 3.60710], [-0.79833, 0.25070, -4.04168], [-1.39766, 0.72038, 2.54166], [0.65269, -0.85740, 2.62030], [-0.65482, 0.23080, -1.52795], [-2.44996, 3.10256, 1.35913], [-1.05227, 0.86031, -5.30735], [-1.47760, 2.96619, -4.17051], [0.63776, -1.05878, 1.09906], [2.85425, -3.48723, 4.28220], [-3.02052, 1.87646, 1.07774], [-1.34110, 3.16016, 2.22589], [-0.88060, 0.96881, -2.84240], [-0.83019, 1.97761, 2.84819], [1.30172, 0.77494, 0.83438], [-1.37816, -1.45500, 2.76768], [1.25896, 0.02246, 2.86852], [-0.84162, -0.52607, 4.19981], [3.93081, -3.50088, 4.48619], [-0.94213, 0.30662, -6.19950], [2.67044, -4.34368, 3.66357], [-3.87833, 1.83952, 0.38741], [0.04681, 2.01203, 3.47437], [-1.71182, 3.99284, -4.21977], [2.45499, -3.05402, -3.26465], [3.73999, -2.68999, -2.17101], [2.60055, -4.06017, -1.83083], [-1.00777, -0.80865, -1.65644], [-2.95084, -0.26461, 1.33632], [-0.57657, -0.76943, -3.99114], [-1.38322, 2.89627, -2.01855], [-0.91800, 4.13029, 2.49798], [-1.25183, 0.74424, -0.76544], [0.54251, -2.83015, 3.54496], [2.36201, -3.53307, 5.21198], [1.28789, -2.44227, -0.73631], [1.28007, 1.09426, -1.39623], [-3.80950, 4.18504, 0.45545], [-1.60237, 2.72605, -6.32830]], "atomic_forces_ev_per_a": [[-0.6, -0.2, 0.2], [-0.4, -0.1, 0.8], [-0.4, -1.0, 0.1], [-0.4, 1.9, -0.5], [0.0, -0.5, 0.9], [-1.3, 1.6, -0.8], [0.3, -0.8, 0.2], [-0.8, 0.3, -0.8], [0.9, -1.4, 1.8], [0.6, -0.2, -1.4], [0.5, -0.2, -1.5], [0.6, 1.1, 0.6], [-1.1, 0.9, 0.7], [-0.6, 0.2, -0.1], [2.5, 0.3, -0.4], [-0.7, 2.3, -1.3], [-0.4, -0.2, -0.8], [0.0, -0.3, 0.7], [0.1, -0.5, -1.0], [0.8, -1.3, 1.1], [-0.3, 1.5, 2.1], [0.1, -2.3, 0.1], [-0.3, 0.6, -0.2], [1.2, 0.5, -0.4], [0.0, -1.5, 0.0], [0.3, -0.9, 0.9], [-0.6, 0.2, -0.6], [-1.3, 0.3, -1.7], [0.4, 1.0, 0.3], [0.0, 0.5, 0.3], [0.3, -0.6, 0.1], [0.3, -0.2, -0.1], [-0.3, 0.4, -0.1], [0.0, -0.6, -0.8], [-0.5, -0.5, -0.2], [0.4, -0.1, 0.4], [0.0, 0.2, 0.3], [-0.3, 1.1, 0.2], [0.0, -0.2, -0.7], [0.2, 0.0, 0.2], [0.1, 0.4, 0.1], [-0.2, 0.5, 0.3], [0.2, 0.1, 0.2], [0.5, -1.4, -0.1], [0.0, 0.3, 0.5], [-0.1, -0.3, -0.2], [0.5, -0.3, 0.2], [-0.3, 0.0, -0.2], [-0.8, -0.5, 1.2], [0.1, 0.3, -0.4], [0.2, 0.0, 0.2], [0.4, -0.5, 0.2], [0.0, 0.0, -0.1]], "nbo_charge": [-0.639, -0.638, -0.669, -0.668, -0.619, -0.600, -0.586, -0.411, -0.218, 0.651, -0.166, -0.128, -0.129, -0.412, 0.675, -0.189, -0.083, -0.125, -0.431, 0.304, -0.196, -0.225, 0.694, -0.709, -0.314, -0.265, -0.034, -0.197, 0.405, 0.219, 0.232, 0.228, 0.244, 0.209, 0.229, 0.214, 0.214, 0.206, 0.207, 0.205, 0.203, 0.225, 0.212, 0.206, 0.196, 0.228, 0.235, 0.405, 0.222, 0.434, 0.243, 0.492, 0.214], "charge": 0, "e_lumo_ha": 0.0191, "smiles": "CNC(=O)[C@@H](Cc1ccccc1)NC(=O)[C@@H](Cc1ccc(O)cc1)NC(C)=O", "energy_ev": -34844.2465}

***

No. 3
{"formula": "C14H36N8O13", "method": "the ωB97M-V functional and the def2-TZVPD basis", "elements": ["O", "O", "O", "O", "O", "O", "O", "O", "O", "O", "O", "O", "O", "N", "N", "N", "N", "N", "N", "N", "N", "C", "C", "C", "C", "C", "C", "C", "C", "C", "C", "C", "C", "C", "C", "H", "H", "H", "H", "H", "H", "H", "H", "H", "H", "H", "H", "H", "H", "H", "H", "H", "H", "H", "H", "H", "H", "H", "H", "H", "H", "H", "H", "H", "H", "H", "H", "H", "H", "H", "H"], "xyz": [[-16.89976, 16.58893, 14.07667], [-18.87906, 6.66286, 10.89042], [-15.78771, 13.29986, 10.24000], [-15.62604, 10.32534, 14.96389], [-11.81525, 9.43788, 18.95219], [-16.63064, 14.63127, 13.21710], [-18.64928, 8.96989, 18.67049], [-16.49732, 9.11535, 18.85386], [-17.49589, 9.94666, 15.95512], [-16.21065, 14.53666, 16.69233], [-12.73471, 7.53760, 18.53148], [-21.96063, 8.07669, 13.45076], [-17.58682, 12.18647, 10.60649], [-21.76567, 8.01028, 15.71145], [-16.38767, 12.34335, 10.67867], [-16.43678, 15.83456, 13.26118], [-17.61682, 9.59379, 18.82766], [-14.28644, 15.75721, 16.62235], [-16.72580, 10.66470, 15.35054], [-12.39333, 8.65747, 18.22303], [-18.10646, 6.96624, 13.00980], [-16.72740, 7.07647, 12.59624], [-17.69496, 11.05684, 18.96966], [-12.74254, 9.11810, 16.84717], [-22.11116, 7.50970, 14.51408], [-15.60078, 16.39907, 12.15661], [-21.85622, 7.23509, 16.91838], [-19.06972, 6.69004, 12.08574], [-21.14485, 9.32596, 15.83385], [-18.29373, 6.74733, 14.41814], [-15.57905, 11.27158, 11.31625], [-17.16462, 12.02742, 15.01281], [-13.68272, 17.02920, 16.89345], [-15.55017, 15.48500, 17.04632], [-13.72144, 14.99204, 15.54503], [-16.33960, 12.72000, 15.13342], [-17.29165, 11.49578, 18.06616], [-14.04298, 13.95616, 15.62202], [-16.25541, 7.93796, 13.08046], [-20.09946, 9.12489, 16.09163], [-16.68293, 7.25980, 11.52655], [-13.68799, 17.68359, 16.01231], [-12.44438, 8.32251, 16.16957], [-20.05168, 6.51680, 12.55020], [-17.86669, 5.78209, 14.71738], [-15.41144, 17.44377, 12.35440], [-12.20019, 10.02894, 16.63743], [-21.19912, 9.79637, 14.85824], [-13.82302, 9.22262, 16.81563], [-14.06066, 15.33131, 14.55732], [-16.13392, 16.17619, 11.23753], [-16.17748, 6.16817, 12.85662], [-14.68466, 15.81267, 12.14622], [-17.10664, 11.34313, 19.83662], [-19.34419, 6.79230, 14.70697], [-14.20978, 17.56959, 17.67958], [-15.91361, 16.23607, 17.76732], [-12.63730, 15.07806, 15.57231], [-22.33508, 6.27211, 16.74513], [-22.51455, 6.48332, 14.56830], [-22.39520, 7.75182, 17.71351], [-20.85363, 7.00378, 17.31461], [-18.00297, 12.32246, 15.63090], [-15.21539, 10.63638, 10.51408], [-18.72422, 11.35989, 19.12887], [-17.78811, 7.52311, 14.99829], [-12.64867, 16.91793, 17.22736], [-21.62244, 9.86738, 16.64542], [-16.20288, 10.71167, 12.00285], [-17.47629, 12.01857, 13.96880], [-14.76114, 11.74780, 11.84452]], "atomic_forces_ev_per_a": [[-0.1, 0.3, 0.4], [-0.1, 0.0, -0.2], [0.3, 0.3, -0.1], [0.2, -0.1, 0.0], [0.0, 0.0, 0.0], [0.1, 0.2, 0.2], [0.2, 0.1, 0.1], [-0.4, 0.0, 0.0], [0.0, 0.0, 0.1], [-0.2, -0.4, 0.0], [0.0, -0.1, -0.1], [-0.1, 0.1, -0.2], [0.0, -0.1, 0.1], [-0.4, 0.2, 0.4], [-0.3, -0.1, 0.0], [0.0, -0.4, -0.7], [0.2, -0.5, -0.2], [-0.5, 0.0, 0.0], [-0.2, -0.1, 0.0], [-0.1, 0.1, 0.1], [0.1, 0.0, -0.2], [0.1, 0.4, -0.1], [-0.3, 0.6, 0.4], [0.1, -0.4, 0.0], [0.2, -0.2, -0.3], [0.2, -0.6, 0.2], [0.5, -0.5, 0.5], [0.1, 0.1, 0.4], [0.4, -1.2, -0.2], [0.0, 0.0, 0.5], [0.0, 0.0, 0.2], [-0.2, 0.7, -0.3], [0.3, 0.7, 0.1], [0.4, 0.4, 0.0], [-0.1, -0.3, -0.4], [0.0, -0.1, 0.1], [0.1, 0.0, 0.0], [0.2, -0.1, 0.1], [0.0, -0.2, 0.2], [0.0, 0.5, 0.1], [-0.1, -0.3, -0.1], [0.0, -0.1, 0.0], [0.0, 0.0, 0.0], [-0.1, 0.0, -0.1], [-0.1, 0.0, 0.1], [-0.2, 0.1, -0.1], [-0.1, 0.2, 0.1], [-0.1, 0.3, 0.1], [0.0, 0.2, 0.0], [0.0, 0.2, 0.1], [-0.1, 0.2, -0.1], [0.1, 0.0, -0.1], [0.0, 0.1, 0.0], [0.2, -0.1, -0.1], [-0.1, -0.1, -0.2], [-0.1, -0.2, 0.0], [0.0, -0.1, 0.0], [0.0, -0.2, 0.1], [-0.2, 0.1, -0.2], [-0.1, 0.0, 0.1], [-0.1, 0.1, -0.1], [-0.1, 0.2, -0.1], [0.0, -0.2, 0.1], [0.0, 0.0, 0.0], [-0.1, -0.2, -0.2], [0.1, 0.0, -0.1], [0.0, -0.1, -0.1], [-0.1, 0.3, -0.1], [-0.1, 0.0, -0.1], [0.0, -0.1, 0.0], [0.1, 0.0, -0.1]], "mulliken_charge": [-0.531, -0.605, -0.572, -0.567, -0.547, -0.469, -0.534, -0.550, -0.360, -0.478, -0.526, -0.560, -0.544, 0.098, 0.990, 0.890, 0.998, 0.140, 0.910, 0.913, 0.209, -0.809, -0.575, -0.544, 0.123, -0.797, -0.844, 0.198, -0.833, -0.404, -0.608, -0.791, -0.905, 0.047, -0.728, 0.168, 0.070, 0.188, 0.117, 0.215, 0.321, 0.316, 0.281, 0.248, 0.318, 0.296, 0.285, 0.340, 0.118, 0.127, 0.305, 0.335, 0.287, 0.293, -0.067, 0.320, 0.277, 0.396, 0.307, 0.302, 0.301, 0.288, 0.314, 0.338, 0.287, 0.115, 0.296, 0.293, 0.090, 0.373, 0.309], "charge": 0, "e_lumo_ha": -0.0065, "smiles": "C[N+](=O)[O-].C[N+](=O)[O-].C[N+](=O)[O-].C[N+](=O)[O-].C[N+](=O)[O-].CN(C)C=O.CN(C)C=O.CN(C)C=O", "energy_ev": -53626.3322}